(1)
Here is 2 unconnected molecules or ions with the total composition C5H13IN from the OMol25 dataset. Energies are from ωB97M-V/def2-TZVPD.

Each line ends with the Löwdin charge.
Positions of all 20 atoms, in Å:
C -2.143027 1.467406 0.690143  -0.13
C 2.201749 -0.356695 0.579473  -0.12
C 1.137025 -1.212094 -1.581121  -0.15
C -1.832953 0.101941 0.083961  -0.24
C 1.259766 -0.227240 -0.517725  -0.72
N -0.456439 -0.321138 0.552466  -0.01
I 1.093502 1.764035 -1.403777  0.97
H -2.161837 1.675685 1.711109  0.05
H -1.572047 2.338942 0.222184  0.06
H -3.251114 1.720648 0.483728  0.12
H 2.428452 -1.452458 0.608236  0.12
H 3.002881 0.277357 0.464656  0.06
H 1.807159 -0.024290 1.569858  0.11
H 0.053760 -1.369663 -1.756749  0.10
H 1.616592 -2.125343 -1.150225  0.11
H 1.627092 -0.954998 -2.518525  0.09
H -1.797655 0.073451 -1.123992  0.16
H -2.434948 -0.689466 0.564498  0.12
H -0.175264 0.430191 1.317509  0.15
H -0.402691 -1.116269 1.204294  0.14

Forces on atoms 1 to 3 (eV/Å):
-2.17 2.15 -3.52
-1.54 -2.25 1.77
-0.37 -2.06 0.56

As for the gap between HOMO and LUMO: 9.53 eV. The net charge is +1. The LUMO energy comes out at -4.3 eV. The spin multiplicity is 1.

(2)
Here is a molecular structure, C35H27GdN5O7P from the OMol25 dataset. Energies are from ωB97M-V/def2-TZVPD.

Each line ends with the Löwdin charge.
Positions of all 76 atoms, in Å:
Gd -0.058360 0.645737 -0.630669  1.53
C 3.492549 0.435418 0.427773  -0.11
N 2.387584 -0.473029 0.727654  -0.07
C 2.565464 -1.870063 0.345005  -0.11
C 1.781719 -2.214823 -0.888748  -0.28
N 1.037251 -1.369803 -1.555422  0.06
C 0.470057 -2.091378 -2.589009  -0.20
C -0.408045 -1.684131 -3.589754  0.01
C -0.868596 -2.658591 -4.450768  -0.06
C -0.459913 -3.990870 -4.345403  -0.08
C 0.444485 -4.401205 -3.384929  -0.02
C 0.901994 -3.430458 -2.507175  -0.18
N 1.751677 -3.466458 -1.421294  0.17
C 3.204208 1.326426 -0.744979  -0.30
N 2.066932 1.367110 -1.390341  0.03
C 2.187736 2.384067 -2.318332  -0.20
C 1.249664 2.887121 -3.211925  0.01
C 1.656638 3.928030 -4.020814  -0.07
C 2.951858 4.451132 -3.950036  -0.09
C 3.887768 3.972681 -3.052555  -0.02
C 3.480076 2.938304 -2.223968  -0.17
N 4.102655 2.226141 -1.220974  0.19
H 4.429248 -0.116149 0.250450  0.13
H 3.651111 1.101651 1.283996  0.13
H 2.177249 -0.424458 1.718519  0.09
H 2.208769 -2.516389 1.156316  0.13
H 3.629016 -2.108254 0.181079  0.13
H -0.721165 -0.651632 -3.660842  0.11
H -1.571875 -2.388481 -5.221915  0.11
H -0.866613 -4.716931 -5.033495  0.10
H 0.761485 -5.430984 -3.315268  0.11
H 2.227644 -4.284130 -1.080294  0.17
H 0.246060 2.481168 -3.245139  0.10
H 0.957505 4.359023 -4.719452  0.11
H 3.222266 5.262371 -4.607828  0.10
H 4.878423 4.397407 -2.993744  0.11
H 5.004798 2.431424 -0.826675  0.17
O 1.889933 2.999913 1.047325  0.04
C 0.721032 2.683219 1.229083  -0.75
O -0.169835 2.539705 0.334281  -0.21
C 0.245503 2.247887 2.631581  -0.19
P -0.368725 0.547751 2.183017  1.06
C -2.189638 0.580271 2.357512  -0.32
C -2.892820 1.334166 1.489468  -0.05
C -4.231199 0.911096 1.018591  -0.08
C -4.822163 -0.350374 1.678635  -0.23
C -4.112108 -0.818932 2.909006  0.01
C -2.866294 -0.427463 3.164715  -0.07
C 0.094522 -0.523707 3.592735  -0.39
C 0.088483 -1.885886 3.288402  -0.12
C 0.374213 -2.824631 4.262395  -0.08
C 0.701624 -2.406257 5.543997  -0.08
C 0.741407 -1.054220 5.842873  -0.08
C 0.430823 -0.112541 4.875251  -0.08
H -0.559671 2.890474 2.989384  0.10
H 1.076658 2.232692 3.338066  0.08
H -2.419940 2.138549 0.929044  0.12
H -4.923274 1.725699 0.803550  0.16
H -5.907356 -0.316747 1.829461  0.15
H -4.619974 -1.533704 3.535705  0.11
H -2.335065 -0.816752 4.021884  0.10
H -0.180551 -2.185395 2.280933  0.11
H 0.336466 -3.879989 4.032760  0.11
H 0.920806 -3.134727 6.310820  0.10
H 1.001826 -0.731042 6.840600  0.11
H 0.432246 0.938672 5.125185  0.10
O -5.837427 0.008177 -1.760654  0.11
C -4.706009 0.328381 -1.482808  -0.28
C -3.711902 1.097851 -2.321283  -0.32
O -3.995259 1.859055 -3.240903  0.07
C -2.414816 0.714341 -1.801724  -0.25
C -2.558645 -0.130085 -0.695805  -0.31
O -1.576228 -0.758277 -0.124795  -0.20
C -3.981073 -0.059737 -0.196656  -0.25
O -4.506557 -1.165292 0.541073  0.04
O -1.228336 1.030870 -2.291750  -0.18

Forces on atoms 1 to 3 (eV/Å):
3.09 -1.11 0.84
0.13 0.11 -0.02
0.06 0.07 0.17

As for the gap between HOMO and LUMO (alpha / beta): 4.53 / 5.98 eV. The net charge is 0. The LUMO energy (alpha / beta) comes out at -0.2 / -1.3 eV. The spin multiplicity is 8.

(3)
Here is a molecular structure, C28H26N4O6RuS from the OMol25 dataset. Energies are from ωB97M-V/def2-TZVPD.

Each line ends with the Löwdin charge.
Positions of all 66 atoms, in Å:
Ru -0.217192 0.369465 -0.216713  1.40
C 3.998131 1.014083 0.951588  -0.05
C 3.227935 2.263354 0.625066  -0.21
C 3.510197 3.453460 1.280065  -0.06
C 2.867434 4.629314 0.933331  -0.09
C 1.955703 4.636162 -0.108287  -0.06
C 1.631424 3.465373 -0.775011  -0.21
C 0.656673 3.466336 -1.916375  -0.04
C 2.240436 2.256971 -0.376894  -0.20
N 1.829350 1.048349 -0.963274  0.02
C 2.636262 0.276782 -1.682346  -0.51
O 3.773994 0.532584 -2.076044  0.03
C 1.974972 -1.021124 -2.036383  -0.17
C 2.651728 -2.056745 -2.656952  0.01
C 1.964857 -3.226096 -2.945151  -0.04
C 0.627733 -3.324292 -2.589468  0.00
C 0.031239 -2.246990 -1.955780  -0.21
N 0.694212 -1.127114 -1.704427  0.08
C -1.399530 -2.269146 -1.518064  -0.52
O -2.126772 -3.208294 -1.837350  0.04
N -1.709815 -1.217709 -0.758189  0.02
C -3.049865 -0.979053 -0.385684  -0.20
C -4.001653 -0.676486 -1.374641  -0.20
C -3.592910 -0.563376 -2.815085  -0.04
C -5.318410 -0.461001 -0.997554  -0.06
C -5.694320 -0.502664 0.333961  -0.09
C -4.751055 -0.787130 1.304565  -0.06
C -3.430492 -1.044822 0.968312  -0.21
C -2.438446 -1.408569 2.033433  -0.04
H 4.440623 1.080223 1.946775  0.08
H 4.796122 0.875742 0.218956  0.08
H 3.364107 0.131089 0.895306  0.05
H 4.251735 3.453846 2.071954  0.10
H 3.091691 5.545656 1.465478  0.09
H 1.485670 5.564012 -0.409988  0.11
H 0.464333 4.480565 -2.265641  0.08
H -0.291390 3.044248 -1.586794  0.05
H 1.031143 2.861007 -2.743205  0.08
H 3.691963 -1.907318 -2.910215  0.12
H 2.462163 -4.048798 -3.442299  0.11
H 0.023247 -4.198685 -2.785654  0.12
H -2.668361 0.012157 -2.903595  0.08
H -4.372610 -0.073032 -3.397514  0.07
H -3.406559 -1.551175 -3.241488  0.07
H -6.057630 -0.253567 -1.763563  0.10
H -6.722865 -0.314683 0.617205  0.09
H -5.039577 -0.817897 2.348254  0.11
H -2.949580 -1.642085 2.967410  0.08
H -1.781390 -0.566485 2.234209  0.05
H -1.833227 -2.263195 1.728896  0.07
C 1.468393 -2.632965 3.552137  -0.06
C 1.662962 -1.261708 3.554175  -0.04
C 1.483851 -0.554756 2.376705  -0.15
N 1.120445 -1.140067 1.234260  0.04
C 0.951782 -2.461812 1.233378  -0.13
C 1.124805 -3.248104 2.358359  -0.06
H 1.588341 -3.213058 4.457935  0.10
H 1.939328 -0.737349 4.458140  0.11
H 1.615897 0.517595 2.345576  0.10
H 0.664722 -2.916738 0.293404  0.10
H 0.988404 -4.318507 2.290578  0.10
O -2.666388 1.956974 1.974103  -0.31
S -1.465890 2.306509 1.253070  0.29
O -1.049047 3.681525 1.376810  -0.31
O -1.626691 1.945216 -0.228474  -0.46
O -0.322344 1.373998 1.684708  -0.44

Forces on atoms 1 to 3 (eV/Å):
2.14 -2.30 0.90
0.06 0.11 -0.06
-0.19 -0.15 -0.19

As for the gap between HOMO and LUMO (alpha / beta): 7.21 / 7.13 eV. The net charge is -1. The LUMO energy (alpha / beta) comes out at 1.9 / 1.7 eV. The spin multiplicity is 2.

(4)
Here is a molecular structure, C4H7FeO2 from the OMol25 dataset. Energies are from ωB97M-V/def2-TZVPD.

Each line ends with the Löwdin charge.
Positions of all 14 atoms, in Å:
H -1.394664 -1.818307 -3.050301  0.14
O -2.302232 -0.526609 -1.756835  -0.07
C -1.560354 -1.505574 -1.998551  -0.11
H -1.414726 -2.194710 -1.137482  0.10
C 0.731017 -0.604059 -1.545388  -0.05
C 1.267859 -0.454382 -0.272827  -0.17
C 1.162144 0.477896 0.891036  -0.35
H 1.052402 -1.489030 -2.102127  0.09
H 0.569439 0.315882 -2.119848  0.10
H 1.799662 -1.363205 0.044354  0.12
H 1.372401 1.226663 -0.091651  0.18
H 1.981116 0.345125 1.618260  0.14
O -0.063362 0.526326 1.457869  -0.26
Fe -1.322423 -0.229870 0.324881  1.13

Forces on atoms 1 to 3 (eV/Å):
0.43 0.15 0.60
1.82 -0.79 0.81
-2.94 0.43 0.35

As for the gap between HOMO and LUMO (alpha / beta): 7.97 / 7.29 eV. The net charge is +1. The LUMO energy (alpha / beta) comes out at -5.5 / -6.1 eV. The spin multiplicity is 5.

(5)
Here is a molecular structure, C5H4BrF8NaOPt from the OMol25 dataset. Energies are from ωB97M-V/def2-TZVPD.

Each line ends with the Löwdin charge.
Positions of all 21 atoms, in Å:
Na 0.403444 3.702241 -0.001371  0.56
Pt 3.191124 1.218101 0.518309  0.82
Br 1.400564 1.938211 1.195739  0.68
C -0.103656 -0.939369 -0.347581  -0.04
C 0.926404 -0.762359 -1.371601  -0.49
C 1.443014 -2.042509 -2.013711  -0.34
F 1.950674 -2.852039 -1.091391  0.13
F 0.484844 -2.732319 -2.593721  0.16
F 0.569394 0.058301 -2.367911  0.17
F 1.939154 -0.123929 -0.804131  -0.05
O -0.652976 0.311701 0.129669  -0.07
C -1.627486 0.265201 1.169869  -0.54
C -1.795356 1.661401 1.837589  -0.32
F -1.962956 2.708901 1.005009  0.09
F -2.775686 1.527031 2.742539  0.16
F -2.739096 -0.207609 0.714629  0.25
F -1.133746 -0.598429 2.092719  0.16
H 0.194494 -1.727039 0.344359  0.17
H -1.008176 -1.396939 -0.748291  0.17
H 2.197554 -1.967349 -2.796721  0.19
H -0.901536 1.958801 2.385999  0.11

Forces on atoms 1 to 3 (eV/Å):
-1.55 2.13 -1.51
7.26 -2.57 -2.15
-5.40 1.16 4.27

As for the gap between HOMO and LUMO (alpha / beta): 9.06 / 6.12 eV. The net charge is +2. The LUMO energy (alpha / beta) comes out at -9.8 / -12.6 eV. The spin multiplicity is 3.

(6)
Here is a single C4H11NSi molecule from the OMol25 dataset. Energies are from ωB97M-V/def2-TZVPD.

Each line ends with the Löwdin charge.
Positions of all 17 atoms, in Å:
H -1.427536 1.959636 0.859277  0.04
N -1.867312 1.040319 0.938152  0.12
C -1.383991 0.247570 0.086853  -0.54
C -1.887221 -1.142147 0.018535  -0.06
C -0.317055 0.623948 -0.909891  -0.29
Si 1.377997 0.883881 -0.123984  0.62
C 2.106287 -0.724386 0.534786  -0.24
H -2.680997 -1.184536 -0.711225  0.09
H -1.093797 -1.819535 -0.271640  0.07
H -2.280346 -1.449005 0.974704  0.08
H -0.617309 1.539234 -1.404902  0.07
H -0.214428 -0.176199 -1.629060  0.07
H 1.290642 1.939157 0.912195  -0.04
H 2.265450 1.420960 -1.184190  -0.05
H 2.791770 -1.112526 -0.208129  0.02
H 2.630889 -0.604619 1.468515  0.02
H 1.306955 -1.441747 0.650009  0.01

Forces on atoms 1 to 3 (eV/Å):
-0.08 0.00 0.05
-0.19 0.52 0.52
0.47 0.23 -0.26

As for the gap between HOMO and LUMO: 10.74 eV. The net charge is 0. The LUMO energy comes out at 1.0 eV. The spin multiplicity is 1.

| no. | total energy (Ha) |
| --- | --- |
| 1 | -550.41867 |
| 2 | -3257.34069 |
| 3 | -2246.27546 |
| 4 | -1570.35055 |
| 5 | -3921.89799 |
| 6 | -503.24100 |